An isolated molecule of C2H6O in a non-equilibrium geometry, computed with wB97M-V/def2-TZVPD.

Each line ends with the Mulliken charge.
Positions of all 9 atoms, in Å:
C -0.752 0.284 -0.927  -1.0912
C 0.423 -0.178 -0.212  -0.3175
O 0.219 -0.155 1.197  -0.5226
H -0.435 0.453 -1.896  0.3535
H -1.013 1.162 -0.403  0.2988
H -1.508 -0.365 -0.881  0.3242
H 0.754 -1.110 -0.524  0.3490
H 1.301 0.358 -0.615  0.2901
H 1.121 0.099 1.578  0.3157

Calculated values
Orbital gap (eV): 11.2
SMILES: CCO

***

A structure of composition C46H54HgN11O2, computed with wB97M-V/def2-TZVPD.

Each line ends with the Löwdin spin population.
Positions of all 114 atoms, in Å:
Hg -0.596 -0.291 -0.190  0.0069
C 4.741 -1.235 3.324  0.0000
N 3.406 -0.687 3.232  0.0000
C 3.009 0.224 4.279  0.0000
C 2.605 -0.943 2.128  0.0000
N 1.890 -0.057 1.518  -0.0004
C 2.175 1.309 1.597  0.0000
C 3.492 1.794 1.599  0.0001
C 3.780 3.149 1.588  0.0000
C 2.740 4.067 1.574  0.0000
C 1.434 3.608 1.549  0.0001
C 1.119 2.243 1.551  0.0001
N -0.219 1.844 1.379  0.0000
C -1.181 2.393 2.063  0.0000
N -2.455 2.479 1.580  0.0000
C -3.598 2.108 2.391  0.0000
C -2.726 2.747 0.185  0.0005
N -1.056 2.898 3.341  0.0000
C 0.063 2.579 4.199  0.0000
C -1.756 4.113 3.731  0.0000
N 2.602 -2.249 1.723  0.0002
C 2.742 -3.351 2.656  0.0001
C 2.327 -2.630 0.347  0.0016
H 4.817 -2.080 4.019  0.0000
H 5.424 -0.454 3.668  0.0000
H 5.074 -1.569 2.341  0.0000
H 3.633 1.124 4.300  0.0000
H 3.075 -0.273 5.252  0.0000
H 1.979 0.531 4.125  0.0000
H 4.303 1.077 1.569  0.0001
H 4.810 3.482 1.575  0.0000
H 2.941 5.131 1.551  0.0000
H 0.612 4.317 1.499  0.0000
H -3.270 1.677 3.335  0.0000
H -4.186 1.356 1.856  0.0000
H -4.252 2.963 2.594  0.0000
H -1.805 3.009 -0.320  0.0000
H -3.428 3.585 0.114  0.0000
H -3.156 1.885 -0.322  0.0001
H 0.533 1.661 3.870  0.0000
H -0.299 2.447 5.221  0.0000
H 0.817 3.373 4.198  0.0000
H -2.443 4.423 2.952  0.0000
H -1.030 4.916 3.900  0.0000
H -2.314 3.961 4.659  0.0000
H 2.770 -2.985 3.678  0.0000
H 3.646 -3.936 2.456  0.0000
H 1.879 -4.015 2.559  0.0000
H 3.241 -2.991 -0.139  0.0001
H 1.935 -1.789 -0.212  0.0005
H 1.589 -3.435 0.317  0.0000
O 3.761 -0.407 -6.098  0.0015
C 3.964 0.492 -5.022  0.0076
C 3.008 0.194 -3.904  0.0520
C 3.168 0.842 -2.666  0.0477
C 2.284 0.549 -1.654  0.0092
N 1.292 -0.338 -1.774  0.0921
C 1.132 -0.991 -2.956  0.1064
C 1.983 -0.707 -4.045  0.0228
C 0.135 -2.045 -3.016  0.0646
C -0.259 -2.646 -4.233  0.0372
C -1.137 -3.700 -4.228  0.0293
C -1.566 -4.385 -5.494  0.0027
O -0.851 -5.599 -5.727  0.0014
C -1.614 -4.167 -2.985  0.0838
C -1.221 -3.499 -1.846  0.0048
N -0.370 -2.474 -1.832  0.0942
H 4.464 -0.289 -6.740  0.0001
H 3.813 1.529 -5.349  0.0018
H 4.986 0.421 -4.633  0.0015
H 3.982 1.540 -2.499  0.0052
H 2.362 1.046 -0.693  -0.0006
H 1.879 -1.228 -4.985  0.0007
H 0.105 -2.261 -5.178  0.0021
H -1.368 -3.754 -6.360  0.0007
H -2.643 -4.586 -5.451  0.0001
H -0.818 -6.093 -4.902  0.0004
H -2.308 -4.999 -2.929  0.0070
H -1.610 -3.805 -0.877  -0.0016
C 0.723 2.687 -3.429  0.0473
C 0.122 2.176 -4.584  0.0381
C -0.933 1.300 -4.461  0.0152
C -1.373 0.925 -3.184  0.0403
N -0.764 1.391 -2.074  0.0525
C 0.244 2.251 -2.211  0.0143
C -2.540 0.052 -2.954  0.0244
C -3.374 -0.429 -3.971  0.0125
C -4.471 -1.197 -3.639  0.0090
C -4.727 -1.475 -2.298  0.0177
C -3.850 -0.967 -1.356  0.0015
N -2.790 -0.231 -1.673  0.0216
H 1.542 3.390 -3.483  0.0043
H 0.474 2.475 -5.563  0.0029
H -1.403 0.901 -5.349  0.0006
H 0.695 2.601 -1.285  -0.0003
H -3.173 -0.188 -5.005  0.0014
H -5.121 -1.588 -4.412  0.0000
H -5.594 -2.048 -1.997  0.0018
H -3.997 -1.146 -0.295  -0.0004
C -1.212 -1.766 1.355  0.0062
C -1.925 -1.221 2.513  0.0004
C -3.319 -1.332 2.644  0.0010
C -3.979 -0.875 3.767  -0.0001
C -3.268 -0.278 4.808  0.0012
C -1.879 -0.152 4.695  0.0000
C -1.231 -0.610 3.567  0.0009
C -3.935 0.222 5.973  0.0002
N -4.449 0.645 6.913  0.0006
H -1.807 -2.499 0.814  -0.0001
H -0.242 -2.177 1.614  -0.0001
H -3.889 -1.796 1.847  0.0001
H -5.053 -0.985 3.856  0.0000
H -1.324 0.301 5.507  0.0000
H -0.159 -0.499 3.463  0.0000

Calculated values
Orbital gap (spin up / spin down) (eV): 4.4 / 7.3
Expectation value of S²: 0.763
Spin multiplicity: 2

***

A structure of composition C25H27BClN7O4S4Zr, computed with wB97M-V/def2-TZVPD.

Each line ends with the Mulliken charge.
Positions of all 70 atoms, in Å:
Zr 1.048 -0.592 0.796  -0.8810
C -0.488 -5.648 -1.426  -0.7357
S -1.533 -4.942 -0.135  -0.0895
C -0.572 -3.641 0.547  0.6784
S 1.000 -3.229 0.013  -0.3767
N -1.209 -3.059 1.525  -1.5311
N -0.498 -2.028 2.074  1.1220
C -0.850 -1.673 3.245  -0.8456
C -0.173 -0.545 3.872  0.9512
C -0.574 -0.108 5.125  -0.9786
C 0.081 0.964 5.706  -0.4428
C 1.115 1.560 5.010  -0.9072
C 1.437 1.079 3.750  0.7234
N 0.807 0.058 3.172  0.4204
H -0.530 -6.731 -1.340  0.3899
H -0.850 -5.344 -2.407  0.2100
H 0.536 -5.309 -1.293  0.2923
H -1.660 -2.182 3.761  0.3177
H -1.385 -0.615 5.628  0.4622
H -0.212 1.325 6.684  0.4331
H 1.664 2.396 5.417  0.4493
H 2.219 1.536 3.169  -0.3898
C 0.462 -2.295 -3.239  -0.8926
N 0.528 -0.847 -3.308  0.2974
C -0.269 -0.074 -4.115  -0.3678
C 0.064 1.210 -3.868  -0.8691
N 1.062 1.224 -2.922  0.5008
B 1.699 2.628 -2.580  0.3431
N 2.941 2.515 -1.662  0.0068
C 4.230 2.749 -2.076  -0.5264
C 5.030 2.737 -0.988  -0.6257
N 4.215 2.487 0.097  0.3292
C 4.674 2.537 1.470  -1.0413
C 2.946 2.337 -0.337  0.1659
S 1.543 2.021 0.620  -0.5506
C 1.324 -0.039 -2.570  0.1410
S 2.493 -0.632 -1.421  -0.5701
H -0.095 -2.644 -4.106  0.3454
H -0.030 -2.605 -2.321  0.1867
H 1.465 -2.714 -3.251  0.3231
H -0.993 -0.507 -4.782  0.4476
H -0.307 2.125 -4.292  0.5352
H 2.083 3.096 -3.627  -0.2191
H 0.854 3.303 -2.054  -0.0822
H 4.459 2.912 -3.113  0.4842
H 6.089 2.885 -0.879  0.4839
H 5.423 1.769 1.645  0.3195
H 3.827 2.357 2.121  0.2013
H 5.091 3.522 1.676  0.3583
O -0.961 0.569 1.093  -0.6871
C -1.429 -0.013 0.074  1.4898
O -0.675 -0.823 -0.563  0.2815
C -2.817 0.210 -0.369  -0.0656
C -3.356 -0.608 -1.352  -0.4192
C -4.672 -0.440 -1.787  -1.3258
C -5.387 0.575 -1.199  0.9753
O -6.680 0.934 -1.437  -0.5027
C -6.914 2.107 -0.654  -0.2281
O -5.790 2.293 0.200  -0.5045
C -4.847 1.391 -0.217  0.8057
C -3.565 1.236 0.230  -0.9270
H -2.738 -1.393 -1.766  0.5937
H -5.113 -1.075 -2.541  0.4307
H -7.810 1.964 -0.051  0.2384
H -7.018 2.969 -1.318  0.2571
H -3.132 1.859 0.999  0.5494
Cl 3.979 -0.546 2.411  -0.2298
C 2.798 -1.772 1.723  -0.8305
H 2.566 -2.457 2.535  0.5104
H 3.380 -2.308 0.975  0.5918

Calculated values
Orbital gap (eV): 7.1

***

A cluster of 2 separate species, CH7NOS in total in a non-equilibrium geometry, computed with wB97M-V/def2-TZVPD.

Each line ends with the Mulliken charge.
Positions of all 11 atoms, in Å:
N 0.559 -0.749 -0.570  -0.4686
C -0.698 -0.692 -1.248  -0.3093
O -0.952 0.631 -1.828  -0.5403
H 1.300 -0.775 -1.258  0.2121
H 0.606 -0.018 0.128  0.2117
H -0.818 -1.456 -2.006  0.3574
H -1.492 -0.736 -0.503  0.2457
H -0.932 0.529 -2.785  0.2988
S 0.390 0.772 3.621  -0.2734
H 0.419 1.365 2.408  0.1149
H 1.620 1.129 4.042  0.1510

Calculated values
Orbital gap (eV): 10.5
SMILES: NCO.S

***

Copy entry 3 word for word.
A structure of composition C25H27BClN7O4S4Zr, computed with wB97M-V/def2-TZVPD.

Each line ends with the Mulliken charge.
Positions of all 70 atoms, in Å:
Zr 1.048 -0.592 0.796  -0.8810
C -0.488 -5.648 -1.426  -0.7357
S -1.533 -4.942 -0.135  -0.0895
C -0.572 -3.641 0.547  0.6784
S 1.000 -3.229 0.013  -0.3767
N -1.209 -3.059 1.525  -1.5311
N -0.498 -2.028 2.074  1.1220
C -0.850 -1.673 3.245  -0.8456
C -0.173 -0.545 3.872  0.9512
C -0.574 -0.108 5.125  -0.9786
C 0.081 0.964 5.706  -0.4428
C 1.115 1.560 5.010  -0.9072
C 1.437 1.079 3.750  0.7234
N 0.807 0.058 3.172  0.4204
H -0.530 -6.731 -1.340  0.3899
H -0.850 -5.344 -2.407  0.2100
H 0.536 -5.309 -1.293  0.2923
H -1.660 -2.182 3.761  0.3177
H -1.385 -0.615 5.628  0.4622
H -0.212 1.325 6.684  0.4331
H 1.664 2.396 5.417  0.4493
H 2.219 1.536 3.169  -0.3898
C 0.462 -2.295 -3.239  -0.8926
N 0.528 -0.847 -3.308  0.2974
C -0.269 -0.074 -4.115  -0.3678
C 0.064 1.210 -3.868  -0.8691
N 1.062 1.224 -2.922  0.5008
B 1.699 2.628 -2.580  0.3431
N 2.941 2.515 -1.662  0.0068
C 4.230 2.749 -2.076  -0.5264
C 5.030 2.737 -0.988  -0.6257
N 4.215 2.487 0.097  0.3292
C 4.674 2.537 1.470  -1.0413
C 2.946 2.337 -0.337  0.1659
S 1.543 2.021 0.620  -0.5506
C 1.324 -0.039 -2.570  0.1410
S 2.493 -0.632 -1.421  -0.5701
H -0.095 -2.644 -4.106  0.3454
H -0.030 -2.605 -2.321  0.1867
H 1.465 -2.714 -3.251  0.3231
H -0.993 -0.507 -4.782  0.4476
H -0.307 2.125 -4.292  0.5352
H 2.083 3.096 -3.627  -0.2191
H 0.854 3.303 -2.054  -0.0822
H 4.459 2.912 -3.113  0.4842
H 6.089 2.885 -0.879  0.4839
H 5.423 1.769 1.645  0.3195
H 3.827 2.357 2.121  0.2013
H 5.091 3.522 1.676  0.3583
O -0.961 0.569 1.093  -0.6871
C -1.429 -0.013 0.074  1.4898
O -0.675 -0.823 -0.563  0.2815
C -2.817 0.210 -0.369  -0.0656
C -3.356 -0.608 -1.352  -0.4192
C -4.672 -0.440 -1.787  -1.3258
C -5.387 0.575 -1.199  0.9753
O -6.680 0.934 -1.437  -0.5027
C -6.914 2.107 -0.654  -0.2281
O -5.790 2.293 0.200  -0.5045
C -4.847 1.391 -0.217  0.8057
C -3.565 1.236 0.230  -0.9270
H -2.738 -1.393 -1.766  0.5937
H -5.113 -1.075 -2.541  0.4307
H -7.810 1.964 -0.051  0.2384
H -7.018 2.969 -1.318  0.2571
H -3.132 1.859 0.999  0.5494
Cl 3.979 -0.546 2.411  -0.2298
C 2.798 -1.772 1.723  -0.8305
H 2.566 -2.457 2.535  0.5104
H 3.380 -2.308 0.975  0.5918

Calculated values
Orbital gap (eV): 7.1

***

Please write out number 4 again, unchanged.
A cluster of 2 separate species, CH7NOS in total in a non-equilibrium geometry, computed with wB97M-V/def2-TZVPD.

Each line ends with the Mulliken charge.
Positions of all 11 atoms, in Å:
N 0.559 -0.749 -0.570  -0.4686
C -0.698 -0.692 -1.248  -0.3093
O -0.952 0.631 -1.828  -0.5403
H 1.300 -0.775 -1.258  0.2121
H 0.606 -0.018 0.128  0.2117
H -0.818 -1.456 -2.006  0.3574
H -1.492 -0.736 -0.503  0.2457
H -0.932 0.529 -2.785  0.2988
S 0.390 0.772 3.621  -0.2734
H 0.419 1.365 2.408  0.1149
H 1.620 1.129 4.042  0.1510

Calculated values
Orbital gap (eV): 10.5
SMILES: NCO.S

***

Q: Number 3 is which compound?
A: C25H27BClN7O4S4Zr